Entry from OMol25: a molecular structure, CHBrN4 at a distorted geometry (ωB97M-V with the def2-TZVPD basis set).

Last column: natural (NBO) charge in e.
Geometry (Å):
N 0.78238 -0.09007 -0.04154  0.10
Br 3.20246 0.57781 0.00075  0.14
H -2.08851 0.79260 0.02104  0.22
C -1.19126 0.24290 0.00477  0.09
N -0.09250 0.86906 0.01825  -0.28
N -0.93905 -1.13088 -0.00047  -0.23
N 0.32648 -1.26143 -0.00280  -0.05

The HOMO energy (alpha / beta) is -0.408 / -0.415 Ha. Its molar mass is 148.95 g/mol. As for the HOMO-LUMO gap (alpha / beta): 6.94 / 7.27 eV. The relative energy (zero: lowest compared OMol25 entry of this formula, charge and spin) is 49.6 kcal per mole. The value obtained for the largest force on an atom is 0.0825 Eh/bohr. The value obtained for the electronic energy is -77051.0853 eV.

---

Entry from OMol25: 2 unconnected molecules or ions with the total composition CHCl2FNO2S2 at a distorted geometry (ωB97M-V with the def2-TZVPD basis set).

Last column: natural (NBO) charge in e.
Geometry (Å):
N 0.85715 0.00765 -0.72235  -0.26
Cl -1.19904 2.00466 -1.58859  0.07
S -1.42533 -1.87604 -0.65060  -0.64
S 0.29832 -1.39186 0.25793  1.97
C -0.65656 1.25034 -0.20534  -0.22
Cl -0.06001 2.33509 1.01114  0.02
O 1.37126 -2.40799 0.22126  -0.94
O -0.00372 -0.83635 1.56299  -0.99
F 2.11783 0.49021 -0.13346  -0.30
H -1.29991 0.42430 0.24702  0.29

The HOMO energy is -0.176 Ha. Its molar mass is 213.06 g/mol. As for the HOMO-LUMO gap: 7.83 eV. The relative energy (zero: lowest compared OMol25 entry of this formula, charge and spin) is 34.8 kcal per mole. The value obtained for the largest force on an atom is 0.0823 Eh/bohr. The total charge is -1. The value obtained for the electronic energy is -56069.0985 eV.

---

Entry from OMol25: 2 unconnected molecules or ions with the total composition CHCl2N2O2 at a distorted geometry (ωB97M-V with the def2-TZVPD basis set).

Last column: natural (NBO) charge in e.
Geometry (Å):
Cl -1.44772 1.63073 -0.06884  0.12
H -0.04451 0.09690 -1.49833  0.24
Cl -4.81543 -0.71437 0.40343  -1.00
N 1.65906 -0.47376 0.37218  0.61
N 0.71627 0.47070 0.54401  -0.36
O 1.40921 -1.27038 -0.49824  -0.38
C -0.09025 0.63479 -0.41111  0.13
O 2.61338 -0.37461 1.15690  -0.37

The HOMO energy is -0.135 Ha. Its molar mass is 143.94 g/mol. As for the HOMO-LUMO gap: 5.03 eV. The relative energy (zero: lowest compared OMol25 entry of this formula, charge and spin) is 29.4 kcal per mole. The value obtained for the largest force on an atom is 0.0624 Eh/bohr. The total charge is -1. The value obtained for the electronic energy is -33170.7101 eV.

---

Entry from OMol25: 2 unconnected molecules or ions with the total composition CHCl2O2S at a distorted geometry (ωB97M-V with the def2-TZVPD basis set).

Last column: natural (NBO) charge in e.
Geometry (Å):
Cl -1.44672 1.22238 -1.30621  -0.09
C -1.04814 -0.03292 -0.21636  -0.62
O 1.73921 -0.94450 1.19473  -0.95
S 1.52240 -0.48858 -0.18404  1.53
H -1.79530 -0.82776 -0.44664  0.17
Cl -1.30731 0.35765 1.40194  -0.07
O 2.33586 0.71373 -0.44343  -0.96

The HOMO energy (alpha / beta) is -0.115 / -0.115 Ha. Its molar mass is 147.99 g/mol. As for the HOMO-LUMO gap (alpha / beta): 6.84 / 6.83 eV. The relative energy (zero: lowest compared OMol25 entry of this formula, charge and spin) is 28.1 kcal per mole. The value obtained for the largest force on an atom is 0.0519 Eh/bohr. The total charge is -1. The value obtained for the electronic energy is -41028.3547 eV.